No. 1
76
Properties=species:S:1:pos:R:3:lowdin_spin:R:1 method="wB97M-V/def2-TZVPD" e_homo_ev="-9.806 / -9.958" total_charge=+1 e_tot_ha=-8538.95716 multiplicity=5
Cr -0.3594 -1.2882 0.7576 3.810
S 0.5621 0.8705 0.8360 -0.018
C -0.6743 1.9731 0.6051 0.023
N -0.5119 3.2725 0.7615 0.040
C -1.6206 4.2103 0.6152 0.003
C -2.5219 3.7575 -0.4974 0.002
N -2.9531 2.3888 -0.2166 0.024
C -4.2762 1.9260 -0.6938 0.001
C -5.2628 3.0370 -0.8849 0.000
C -5.4999 3.5659 -2.1476 0.000
C -6.4015 4.6065 -2.3118 0.000
C -7.0700 5.1234 -1.2129 0.000
C -6.8437 4.5943 0.0498 0.000
C -5.9463 3.5522 0.2121 0.000
C -2.0730 1.4854 0.1911 0.015
S -2.4353 -0.1401 0.2361 -0.011
C 0.7727 3.8853 1.1374 0.002
C 1.3440 4.6538 -0.0247 0.001
C 1.5102 6.0291 0.0529 0.000
C 2.0220 6.7346 -1.0276 0.000
C 2.3629 6.0653 -2.1904 0.000
C 2.1984 4.6887 -2.2731 0.000
C 1.6934 3.9845 -1.1951 0.000
H -1.2005 5.1893 0.3874 0.000
H -2.1637 4.2723 1.5638 0.001
H -2.0071 3.7839 -1.4635 0.001
H -3.3998 4.3943 -0.5555 0.000
H -4.6381 1.2161 0.0517 0.000
H -4.1161 1.3617 -1.6184 0.001
H -4.9828 3.1597 -3.0075 0.000
H -6.5854 5.0099 -3.2974 0.000
H -7.7756 5.9317 -1.3410 0.000
H -7.3749 4.9870 0.9058 0.000
H -5.7786 3.1315 1.1962 0.000
H 1.4402 3.0968 1.4786 0.000
H 0.5724 4.5506 1.9806 0.001
H 1.2496 6.5543 0.9637 0.000
H 2.1541 7.8046 -0.9574 0.000
H 2.7625 6.6130 -3.0322 0.000
H 2.4751 4.1642 -3.1768 0.000
H 1.5813 2.9084 -1.2564 0.000
Se 1.8443 -2.0573 1.5845 0.005
P 2.3228 -4.1694 1.1726 0.007
Se 0.9919 -5.7839 1.6453 0.005
C 3.8819 -4.4083 2.0912 -0.002
C 4.8425 -3.3998 2.1126 -0.001
C 6.0477 -3.5982 2.7605 0.000
C 6.3061 -4.8027 3.3997 0.000
C 5.3522 -5.8060 3.3863 0.000
C 4.1444 -5.6115 2.7347 0.000
C 2.8090 -4.2454 -0.5886 0.002
C 2.4359 -5.3219 -1.3854 0.001
C 2.8438 -5.3883 -2.7098 0.000
C 3.6300 -4.3831 -3.2450 0.000
C 4.0040 -3.3054 -2.4523 0.000
C 3.5920 -3.2340 -1.1356 0.001
H 4.6485 -2.4474 1.6390 -0.001
H 6.7848 -2.8079 2.7717 0.000
H 7.2471 -4.9542 3.9098 0.000
H 5.5428 -6.7462 3.8858 0.000
H 3.4003 -6.3960 2.7271 0.000
H 1.8294 -6.1112 -0.9618 0.000
H 2.5470 -6.2308 -3.3192 0.000
H 3.9506 -4.4354 -4.2756 0.000
H 4.6162 -2.5160 -2.8651 0.000
H 3.8698 -2.3753 -0.5402 0.001
N -2.2978 -5.4149 1.5626 0.001
C -2.0879 -4.8878 0.1845 0.002
C -1.4904 -3.4978 0.3698 0.018
O -0.8972 -2.9514 -0.5714 0.032
O -1.6211 -2.9765 1.5077 0.027
H -3.1396 -5.9734 1.6781 0.000
H -2.3174 -4.5657 2.1624 0.000
H -1.4445 -5.9293 1.8419 0.000
H -3.0412 -4.8517 -0.3376 0.001
H -1.3768 -5.5215 -0.3406 0.000

---

No. 2
14
Properties=species:S:1:pos:R:3:mulliken_charge:R:1 method="wB97M-V/def2-TZVPD" e_above_lowest_ev=1.589 e_homo_ev=-8.461 total_charge=0 e_tot_ha=-270.49948 multiplicity=1
C 1.5559 -0.2483 -0.5005 -1.275
C 0.5605 -0.2061 0.6521 0.273
C -0.3455 0.9890 0.4505 -0.459
C -1.4885 0.3734 -0.3168 -0.242
C -1.3369 -0.9648 -0.2485 -0.466
H 2.0980 0.7692 -0.6507 0.291
H 1.0377 -0.3819 -1.4414 0.315
H 2.2388 -1.0631 -0.4153 0.367
H 0.8965 -0.2546 1.6561 0.375
H 0.1413 1.9527 0.0107 0.311
H -0.8179 1.2264 1.5097 0.200
H -2.3115 1.0158 -0.7507 0.332
H -1.9444 -1.8316 -0.5394 0.415
O -0.2841 -1.3760 0.5841 -0.437

---

No. 3
51
Properties=species:S:1:pos:R:3:lowdin_spin:R:1 method="wB97M-V/def2-TZVPD" e_above_lowest_ev=0.000 e_homo_ev="-8.430 / -8.688" total_charge=0 e_tot_ha=-3255.17022 multiplicity=2
Re -0.5921 -1.6111 -0.4462 0.831
I 2.8371 1.0083 -3.2980 0.004
C 3.1422 -0.0224 -1.5244 0.022
C 4.4150 -0.0480 -0.9112 -0.003
C 4.6356 -0.7257 0.2564 0.020
I 6.5505 -0.7138 1.0813 0.003
C 3.5749 -1.4254 0.8939 -0.001
C 3.6499 -2.1743 2.0897 0.008
C 2.5320 -2.7976 2.5704 -0.004
C 1.3119 -2.6826 1.8831 0.010
N 1.2110 -1.9829 0.7745 -0.006
C 2.3194 -1.3761 0.2724 0.000
C 2.0947 -0.6926 -0.9468 -0.005
O 0.8640 -0.7438 -1.4372 0.063
H 5.2281 0.4810 -1.3887 -0.001
H 4.5942 -2.2546 2.6113 0.001
H 2.5674 -3.3841 3.4769 0.000
H 0.4118 -3.1685 2.2345 0.001
C 0.2376 2.3240 -0.4364 0.000
C -0.5919 1.6370 0.5837 0.002
N -0.8553 0.3443 0.6398 0.007
C -1.5913 0.1331 1.7756 0.002
C -1.7920 1.3139 2.4222 0.000
N -1.1602 2.2480 1.6475 0.000
C -2.4859 1.7329 3.6673 0.000
O -3.0589 0.7823 4.3793 0.000
O -2.5407 2.9041 3.9431 0.000
C -2.0122 -1.2463 2.0679 0.007
O -2.7151 -1.5351 3.0127 0.003
O -1.5595 -2.1222 1.1894 0.041
H 0.1648 1.7951 -1.3840 0.000
H 1.2877 2.3220 -0.1363 0.000
H -0.0801 3.3575 -0.5686 0.000
H -1.1407 3.2303 1.8825 0.000
H -2.9071 -0.1202 3.9990 0.000
F -2.3592 4.4835 -3.2001 0.000
C -2.3164 3.1759 -2.9597 -0.001
C -1.5981 2.3381 -3.7949 0.000
F -0.9523 2.8436 -4.8442 0.000
C -1.5461 0.9818 -3.5215 -0.002
F -0.8425 0.2054 -4.3425 -0.001
C -2.1920 0.4308 -2.4211 -0.004
S -2.0698 -1.3181 -2.1093 -0.020
C -2.9312 1.2899 -1.6229 -0.002
F -3.6008 0.8182 -0.5670 -0.001
C -2.9890 2.6498 -1.8697 0.000
F -3.6745 3.4571 -1.0592 0.000
F -1.4910 -4.1977 -1.6752 0.000
C -0.4287 -3.6407 -1.0362 0.007
F 0.6352 -3.8244 -1.8751 0.016
F -0.1902 -4.4800 0.0217 0.002

---

No. 4
58
Properties=species:S:1:pos:R:3:mulliken_charge:R:1 method="wB97M-V/def2-TZVPD" e_above_lowest_ev=1.656 e_homo_ev=-7.977 total_charge=0 e_tot_ha=-1191.74352 multiplicity=1
C -2.7475 -4.2920 4.9203 -0.971
H -2.4326 -3.9138 5.8987 0.363
O -1.7570 -4.0972 3.9446 -0.428
C -1.3764 -2.8116 3.6362 1.313
C -1.9048 -1.6937 4.2673 -0.462
C -1.4809 -0.4131 3.9520 -0.994
C -0.5027 -0.2205 2.9930 -0.083
C 0.0219 -1.3312 2.3519 -0.638
C -0.3943 -2.6239 2.6432 0.715
O 0.2477 -3.5919 1.9305 -0.481
C -0.2712 -4.8995 1.8448 -0.805
H 0.3246 -5.3916 1.0758 0.281
H -1.3206 -4.8968 1.5416 0.322
H -0.1695 -5.4416 2.7874 0.249
H 0.7777 -1.2015 1.5956 0.449
C -0.0102 1.1467 2.6063 -1.139
N -0.1932 1.3697 1.1828 0.777
C -1.5874 1.4088 0.7885 -0.684
C -1.7732 0.9484 -0.6702 -1.231
C -0.4943 0.4227 -1.3009 0.951
O -0.4123 -0.7206 -1.7143 -0.719
N 0.5063 1.3221 -1.4599 1.066
C 0.4445 2.6162 -0.8282 -1.112
H 1.2583 3.2346 -1.2075 0.536
C 0.5635 2.5003 0.6987 -1.247
H 0.2347 3.4563 1.1521 0.369
H 1.6065 2.3275 0.9714 0.468
H -0.4958 3.1092 -1.0938 0.395
C 1.7216 0.8926 -2.1319 -0.462
C 2.0238 1.7388 -3.3741 -1.629
H 2.8786 1.2923 -3.8860 0.633
H 2.3189 2.7461 -3.0688 0.284
C 0.8490 1.8408 -4.3545 1.184
C 0.4688 0.4773 -4.9263 -1.527
H -0.3098 0.5912 -5.6772 0.446
H 1.3311 0.0093 -5.3969 0.312
H 0.0919 -0.1831 -4.1507 0.302
C 1.2110 2.8040 -5.4841 -1.689
H 0.3776 2.9123 -6.1740 0.412
H 2.0682 2.4298 -6.0397 0.342
H 1.4596 3.7880 -5.0916 0.411
H -0.0163 2.2454 -3.8184 0.094
H 1.5159 -0.1382 -2.4430 0.839
C 2.9277 0.8588 -1.1808 -1.242
O 2.6700 0.1532 0.0035 -0.441
H 2.1574 -0.6353 -0.2137 0.279
H 3.2193 1.8681 -0.8758 0.351
H 3.7768 0.4105 -1.7208 0.459
H -2.1536 1.7595 -1.2958 0.247
H -2.4925 0.1307 -0.7146 0.444
H -2.0187 2.4168 0.9316 0.283
H -2.1261 0.7216 1.4425 0.347
H 1.0635 1.2045 2.8068 0.408
H -0.5155 1.9197 3.2139 0.285
H -1.9176 0.4299 4.4676 0.345
H -2.6604 -1.8121 5.0273 0.398
H -3.6957 -3.8234 4.6362 0.364
H -2.8858 -5.3709 4.9814 0.259